# 1
13
Properties=species:S:1:pos:R:3:forces:R:3:lowdin_charge:R:1 method="wB97M-V/def2-TZVPD" relative_energy_kcal_mol=30.9 orbital_gap_ev=10.7 smiles="C[C@H]1CC(=O)N1" lumo_ha=0.0358 spin_multiplicity=1 largest_force_ev_per_a=0.9 homo_energy_ev=-9.8 mol_weight_g_mol=85.11 charge=0 e_tot_ev=-7798.3041
C -1.370 -0.485 0.388 -0.13 0.31 -0.26 -0.04
C -0.309 -0.045 -0.687 -0.04 -0.31 0.20 -0.30
C 0.560 1.205 -0.323 -0.06 0.04 0.22 -0.03
C 1.408 0.159 0.419 0.57 -0.07 0.23 -0.50
O 2.183 0.145 1.337 -0.15 0.08 -0.30 0.09
N 0.870 -0.847 -0.363 0.75 -0.30 -0.31 0.06
H -2.271 -0.923 -0.044 -0.09 0.33 -0.08 0.07
H -0.975 -1.265 1.072 0.08 0.43 -0.60 0.08
H -1.622 0.340 1.058 -0.28 0.07 -0.26 0.07
H -0.544 -0.096 -1.766 -0.57 -0.14 0.70 0.13
H 1.154 1.577 -1.172 -0.38 -0.20 0.13 0.12
H 0.137 2.061 0.206 -0.04 -0.34 0.14 0.11
H 0.779 -1.826 -0.126 0.33 0.10 0.22 0.14



# 2
77
Properties=species:S:1:pos:R:3:forces:R:3:lowdin_charge:R:1 method="wB97M-V/def2-TZVPD" relative_energy_kcal_mol=0.0 orbital_gap_ev=8.2 smiles="CC[C@@H](F)c1c(N)cc(S(C)(=O)=O)c2c1N(CN)c1cc(P(C)O)c(CN)c(CCCF)c1S2.Clc1ccccc1Cl" lumo_ha=0.0137 spin_multiplicity=1 largest_force_ev_per_a=1.2 homo_energy_ev=-7.8 mol_weight_g_mol=679.62 charge=0 e_tot_ev=-103146.6903
C -0.504 -3.693 -2.628 0.12 0.10 -0.09 -0.09
C -0.923 -3.306 -4.043 -0.17 0.56 0.51 -0.17
C -0.665 -1.817 -4.278 -0.16 -0.42 0.40 -0.27
F -0.707 -1.548 -5.650 0.00 0.16 -0.34 -0.02
C -1.686 -0.964 -3.556 0.17 0.11 -0.10 -0.04
C -2.991 -0.868 -4.060 0.06 0.10 0.12 -0.23
N -3.391 -1.554 -5.224 -0.09 0.33 0.17 0.11
C -3.926 -0.109 -3.362 0.27 -0.06 0.12 -0.01
C -3.571 0.565 -2.201 0.28 -0.36 -0.26 -0.29
S -4.874 1.490 -1.441 -0.76 0.98 0.06 0.62
C -5.700 0.275 -0.453 0.44 -0.54 -0.23 -0.13
O -5.794 1.896 -2.473 0.01 -0.51 -0.22 -0.31
O -4.369 2.542 -0.602 0.39 -0.31 0.16 -0.35
C -2.268 0.477 -1.703 0.05 0.26 0.62 -0.37
C -1.321 -0.295 -2.374 -0.56 -0.31 -0.73 -0.18
N 0.018 -0.440 -1.925 -0.35 0.76 -0.09 -0.05
C 0.959 0.527 -2.543 0.81 -0.37 0.45 -0.21
N 2.264 -0.089 -2.760 -0.42 0.03 0.00 0.05
C 0.181 -0.512 -0.514 0.49 -0.63 0.34 -0.24
C 1.148 -1.372 -0.012 -0.31 0.16 0.23 -0.04
C 1.388 -1.465 1.355 0.09 -0.11 -0.02 -0.31
P 2.680 -2.647 1.918 0.04 0.25 0.70 0.87
C 1.892 -4.196 1.362 0.15 -0.27 -0.42 -0.27
O 3.893 -2.436 0.819 -0.24 -0.43 -0.23 -0.36
C 0.669 -0.676 2.266 -0.09 0.00 -0.66 -0.19
C 0.944 -0.720 3.745 -0.29 0.44 0.22 -0.25
N -0.192 -1.238 4.534 0.20 0.18 -0.19 0.01
C -0.319 0.194 1.767 -0.22 -0.40 0.01 -0.20
C -1.077 1.140 2.668 1.06 0.31 -0.05 -0.15
C -0.389 2.536 2.564 -0.47 -0.39 0.06 -0.16
C -1.321 3.733 2.424 0.42 -0.08 -0.05 -0.19
F -1.059 4.383 1.219 0.02 0.13 -0.18 -0.08
C -0.554 0.247 0.388 -0.17 0.09 -0.25 -0.37
S -1.785 1.361 -0.233 0.03 -0.05 -0.01 1.12
H -1.173 -3.256 -1.891 -0.09 0.07 0.11 0.08
H -0.508 -4.770 -2.483 -0.02 -0.12 -0.04 0.07
H 0.491 -3.312 -2.413 0.19 -0.06 0.07 0.06
H -0.385 -3.877 -4.792 0.02 -0.10 -0.15 0.12
H -1.996 -3.446 -4.132 -0.11 -0.37 -0.39 0.10
H 0.335 -1.568 -3.949 0.18 0.05 0.02 0.12
H -2.783 -1.365 -6.007 0.18 -0.24 -0.02 0.09
H -4.334 -1.292 -5.470 -0.08 -0.08 -0.07 0.09
H -4.935 -0.048 -3.740 -0.13 0.19 -0.01 0.12
H -5.764 -0.624 -1.061 -0.20 -0.04 -0.12 0.07
H -6.691 0.631 -0.207 -0.09 0.23 0.12 0.07
H -5.101 0.028 0.416 0.05 0.21 0.23 0.07
H 1.098 1.357 -1.851 -0.17 0.26 -0.03 0.11
H 0.543 0.911 -3.468 -0.27 -0.08 -0.11 0.13
H 2.991 0.390 -2.252 0.15 0.02 -0.07 0.06
H 2.496 -0.153 -3.738 0.15 0.02 -0.03 0.07
H 1.709 -1.976 -0.710 0.02 0.01 -0.16 0.09
H 1.663 -4.227 0.293 -0.04 0.16 -0.05 0.03
H 0.964 -4.363 1.901 -0.13 0.11 0.15 0.04
H 2.552 -5.032 1.576 0.13 -0.10 0.10 0.03
H 3.682 -2.838 -0.034 0.12 0.19 -0.08 0.05
H 1.141 0.310 4.059 0.07 0.07 0.10 0.11
H 1.849 -1.276 3.949 0.16 -0.16 -0.03 0.06
H 0.109 -1.958 5.172 -0.08 -0.15 -0.02 0.06
H -0.899 -1.602 3.912 -0.06 -0.23 0.10 0.07
H -0.970 0.797 3.688 -0.42 -0.10 0.19 0.09
H -2.126 1.202 2.398 -0.18 -0.07 -0.05 0.09
H 0.255 2.632 3.434 0.18 0.23 0.04 0.11
H 0.252 2.519 1.688 0.13 0.25 -0.09 0.07
H -1.136 4.468 3.202 -0.21 0.07 0.17 0.11
H -2.364 3.432 2.394 -0.20 0.03 0.12 0.11
Cl 4.825 0.133 2.319 -0.04 0.10 -0.02 0.71
C 4.576 1.806 2.672 0.11 -0.16 0.11 -0.67
C 5.293 2.392 3.705 0.02 0.14 0.07 -0.11
C 5.106 3.730 4.008 -0.06 0.02 -0.05 -0.08
C 4.199 4.488 3.279 0.05 -0.06 0.04 -0.08
C 3.480 3.905 2.249 0.01 0.11 0.05 -0.11
C 3.670 2.565 1.945 -0.08 0.10 -0.02 -0.67
Cl 2.752 1.862 0.664 -0.02 -0.09 -0.15 0.75
H 5.995 1.798 4.272 -0.01 -0.07 -0.04 0.11
H 5.667 4.181 4.815 0.01 -0.01 0.00 0.11
H 4.050 5.534 3.513 -0.02 0.01 -0.01 0.11
H 2.770 4.488 1.679 -0.02 -0.07 -0.05 0.11



# 3
35
Properties=species:S:1:pos:R:3:forces:R:3:lowdin_charge:R:1 method="wB97M-V/def2-TZVPD" orbital_gap_ev=8.1 smiles=OCC[SiH2]P(O)I.ClC(Cl)(Cl)Cl.ClC(Cl)(Cl)Cl.ClC(Cl)(Cl)Cl.ClC(Cl)(Cl)Cl lumo_ha=-0.0112 spin_multiplicity=1 largest_force_ev_per_a=3.4 homo_energy_ev=-8.4 mol_weight_g_mol=865.34 charge=0 e_tot_ev=-236069.7222
O 1.653 -1.220 -0.967 2.88 1.85 0.41 -0.16
C 1.641 0.236 -0.604 -0.58 -0.05 0.25 -0.32
C 1.055 1.195 -1.807 0.73 0.05 0.17 -0.34
Si -0.647 1.917 -1.206 2.18 -0.39 0.70 0.38
P -2.246 0.482 -1.668 -0.59 -2.11 -1.31 0.21
O -1.427 -1.061 -1.852 -0.16 1.53 -0.57 -0.50
I -3.637 0.212 0.347 0.98 0.29 0.08 0.37
H 2.651 -1.431 -0.958 -2.49 0.19 -0.16 0.10
H 0.895 0.306 0.324 1.89 -0.06 -1.83 0.10
H 2.728 0.610 -0.303 -2.51 -0.88 -0.61 0.06
H 0.922 0.634 -2.839 0.67 1.12 2.15 0.09
H 1.783 2.134 -1.889 -1.48 -2.05 -0.23 0.09
H -0.863 3.195 -1.882 -0.40 0.23 -0.09 -0.07
H -0.522 2.045 0.264 -0.02 0.38 -0.01 -0.06
H -1.127 -1.176 -2.801 -0.69 0.33 1.54 0.06
Cl 2.548 0.599 4.077 0.29 0.18 -0.36 0.53
C 3.663 1.311 2.883 -0.01 0.02 0.19 -1.99
Cl 5.040 2.061 3.730 -0.42 -0.30 -0.05 0.50
Cl 4.261 0.034 1.794 0.00 0.24 0.34 0.53
Cl 2.805 2.550 1.933 0.12 -0.26 0.23 0.51
Cl 8.473 4.128 -0.309 -0.28 0.10 0.31 0.51
C 7.263 4.536 0.933 -0.01 -0.03 -0.06 -2.00
Cl 8.007 4.419 2.548 -0.19 0.02 -0.37 0.51
Cl 6.677 6.198 0.668 0.14 -0.41 0.07 0.52
Cl 5.895 3.400 0.826 0.45 0.43 -0.19 0.47
Cl -6.144 -3.657 -1.705 -0.03 0.50 -0.08 0.49
C -6.237 -1.944 -2.187 0.09 -0.07 -0.04 -1.98
Cl -7.162 -1.803 -3.703 0.18 -0.02 0.33 0.51
Cl -7.050 -1.010 -0.906 0.13 -0.25 -0.32 0.48
Cl -4.591 -1.306 -2.433 -0.86 -0.52 -0.50 0.41
Cl -3.878 -4.429 1.670 -0.38 -0.27 0.04 0.51
C -5.262 -5.519 1.938 0.07 0.10 0.02 -2.01
Cl -5.769 -6.228 0.385 0.12 0.03 0.41 0.49
Cl -4.785 -6.820 3.058 -0.13 0.30 -0.28 0.51
Cl -6.615 -4.598 2.641 0.32 -0.22 -0.19 0.51



# 4
14
Properties=species:S:1:pos:R:3:forces:R:3:lowdin_charge:R:1 method="wB97M-V/def2-TZVPD" relative_energy_kcal_mol=49.9 orbital_gap_ev=10.5 smiles=OC[C@H]1CCO1 lumo_ha=0.0319 spin_multiplicity=1 largest_force_ev_per_a=0.4 homo_energy_ev=-9.6 mol_weight_g_mol=88.11 charge=0 e_tot_ev=-8371.1180
O -1.808 0.009 -1.046 0.00 0.32 0.00 -0.07
C -1.443 -0.558 0.198 -0.01 -0.25 0.25 -0.20
C 0.072 -0.712 0.431 -0.17 -0.25 -0.09 -0.29
C 0.996 -0.144 -0.660 0.07 -0.06 -0.10 -0.08
C 1.261 0.968 0.362 0.23 0.30 -0.16 -0.18
O 0.564 0.251 1.388 -0.06 0.06 0.16 -0.10
H -1.633 0.956 -1.012 -0.07 -0.09 -0.05 0.09
H -1.829 0.036 1.040 0.02 -0.13 -0.13 0.13
H -1.933 -1.535 0.222 0.10 0.08 -0.01 0.12
H 0.301 -1.730 0.771 -0.06 0.18 -0.05 0.14
H 1.866 -0.772 -0.861 -0.10 0.08 0.03 0.11
H 0.518 0.138 -1.599 0.09 -0.07 0.17 0.10
H 0.763 1.923 0.139 0.10 -0.11 0.00 0.11
H 2.304 1.169 0.628 -0.15 -0.05 -0.03 0.11